The following is a quantum chemistry calculation of a molecular structure, C18H36F18Li8N9O54S18 in a non-equilibrium geometry, from OMol25.

The geometry in XYZ format:
```
161
Properties=species:S:1:pos:R:3:forces:R:3
Li -20.5750 18.3888 -12.6527 -0.3 0.9 0.8
Li -13.7260 12.3052 -18.2788 -1.1 -1.2 0.9
Li -12.5152 13.7975 -19.7674 0.6 1.2 -0.7
Li -21.7887 11.7089 -18.5055 -0.7 -0.3 0.5
Li -15.2219 14.3945 -14.1762 2.0 1.1 -0.1
Li -19.8824 17.1519 -14.4701 0.6 -1.5 -2.0
Li -17.5958 13.1207 -13.7630 -0.9 -0.7 0.7
Li -19.9630 13.4254 -18.5247 1.6 1.7 -0.3
N -14.1621 12.8140 -20.2898 -2.4 3.3 -1.6
S -14.4656 11.5735 -21.1456 3.2 -8.6 -1.3
O -13.9954 11.5431 -22.5239 -1.4 0.5 2.0
O -15.5413 10.7534 -20.6503 -0.4 1.5 -1.6
F -13.3141 10.8118 -20.3591 1.8 -0.9 0.1
S -15.5072 13.5948 -20.9246 -4.0 5.9 2.7
O -16.7216 13.2659 -20.1417 3.1 0.7 -2.4
O -15.5932 13.8762 -22.3770 0.6 -1.0 3.8
F -14.9959 15.0275 -20.1820 -0.8 -1.5 -1.6
N -20.3730 11.9850 -19.7211 -0.4 -0.6 -4.0
S -19.3773 10.8768 -20.2873 7.7 -7.1 1.3
O -18.4722 11.0005 -21.4452 -3.1 1.6 1.8
O -19.7319 9.4942 -20.0518 -2.0 1.2 -0.6
F -18.3953 10.9857 -19.0693 0.7 1.3 0.7
S -20.9612 12.2195 -21.2781 -4.0 4.7 -4.1
O -21.7122 11.1382 -21.9418 2.0 1.8 2.4
O -20.2079 13.1632 -22.1024 -1.2 -2.3 2.1
F -22.1554 13.2038 -20.6495 0.6 -1.0 -0.3
N -16.8197 14.1574 -15.2617 -0.9 5.7 -1.6
S -17.2151 15.6518 -16.0106 -1.1 7.7 2.4
O -18.5918 16.1964 -15.8250 2.2 -2.4 -0.1
O -16.5369 16.1781 -17.1860 -0.9 -2.8 1.2
F -16.4702 16.4649 -14.8590 -0.1 -0.6 0.0
S -16.8691 13.4171 -16.5918 1.3 -8.8 -4.1
O -15.5385 13.1077 -17.2371 -4.7 1.7 1.1
O -18.1824 13.5060 -17.3012 3.7 0.8 0.8
F -17.0877 12.0877 -15.7114 -0.1 -0.9 -1.3
N -12.7477 17.1450 -11.6036 1.7 -3.5 -2.7
S -12.3622 16.0195 -12.8589 4.8 -2.8 0.1
O -11.2854 16.3640 -13.8531 -4.0 0.0 2.2
O -13.4438 15.1203 -13.2309 0.6 1.2 0.0
F -11.4562 15.0732 -11.9474 -0.8 0.3 0.3
S -13.4976 18.0633 -12.5706 -1.6 6.7 -0.1
O -14.7069 17.4920 -13.1462 1.0 1.1 0.0
O -12.6784 19.0350 -13.3486 -2.1 -2.5 1.0
F -14.0163 19.0530 -11.3526 0.0 -0.6 -1.1
N -19.6600 18.9984 -14.3095 2.8 2.9 -0.8
S -18.1897 19.8613 -14.5229 7.5 0.8 0.7
O -18.0763 21.2988 -14.2254 -2.0 -2.8 -1.0
O -17.3182 19.3860 -15.6178 -3.1 0.4 2.1
F -17.5148 19.2785 -13.2198 -0.6 -0.6 -0.2
S -20.4524 20.0303 -15.2263 -8.7 3.0 0.7
O -20.2520 20.0367 -16.6262 1.4 -0.1 0.0
O -20.9803 21.2385 -14.5697 2.5 -1.9 -1.0
F -21.8286 19.1790 -15.0694 0.3 -0.9 -0.2
N -12.4349 13.6699 -17.8129 4.1 -1.8 1.2
S -11.1099 13.2526 -16.7607 3.6 -6.5 0.4
O -11.3336 13.2113 -15.3245 0.4 2.3 -2.2
O -9.7579 13.2789 -17.3612 -3.7 1.1 1.1
F -11.5377 11.6950 -16.9575 0.4 -0.3 -1.0
S -12.7387 14.8958 -16.9598 -5.7 6.7 2.1
O -11.7258 15.9224 -16.8319 -0.4 -2.3 0.5
O -13.7282 14.6115 -15.9086 2.2 0.7 -1.5
F -13.6296 15.5297 -18.0853 -1.0 0.6 -0.4
N -20.6014 16.4963 -12.8595 4.5 -2.3 2.0
S -21.8331 15.6162 -12.6252 -9.6 0.0 -1.8
O -22.5082 16.0242 -11.4166 0.9 -1.3 -0.7
O -21.9011 14.2791 -13.1880 1.1 2.0 1.8
F -22.7330 16.4920 -13.7128 0.8 -0.7 0.5
S -19.6003 15.4177 -11.8834 6.7 -0.2 1.8
O -18.7044 14.5226 -12.6026 -2.4 1.2 -0.4
O -20.0762 14.9259 -10.6158 -0.6 1.0 -2.0
F -18.5246 16.5656 -11.4761 -1.7 -0.2 -0.5
N -15.7383 13.2892 -12.7321 -2.3 2.4 4.0
S -15.0004 12.0011 -12.5092 6.3 -11.0 -4.3
O -15.7072 10.7856 -11.9966 1.5 3.6 0.0
O -13.4975 12.0402 -12.4241 -4.6 0.3 0.8
F -15.1568 11.6409 -14.0963 0.3 0.0 -0.5
S -15.6821 13.6114 -11.0644 -0.1 7.4 5.5
O -14.4127 14.2619 -10.6527 -3.1 -2.9 -1.4
O -16.4444 12.8287 -10.0939 1.5 0.1 -2.4
F -16.6531 14.9054 -11.1317 0.7 -0.9 -0.6
N -21.2225 13.1498 -17.1132 -3.1 2.8 -1.1
S -20.7765 12.6354 -15.7722 4.3 -8.9 7.0
O -21.6251 11.5852 -15.1384 0.9 3.5 -1.3
O -19.9518 13.5150 -14.9849 -1.5 -0.1 -0.5
F -19.7006 11.6350 -16.3427 0.6 -0.4 -1.0
S -22.1559 14.3398 -16.3915 -3.6 6.7 -2.1
O -21.4766 15.5888 -16.0547 -0.4 -2.6 -0.6
O -23.2448 13.9400 -15.5453 1.5 -0.7 -1.0
F -22.8793 14.7483 -17.7842 0.5 -0.7 0.8
C -12.5327 14.4686 -23.0628 1.1 0.1 -1.1
O -12.7669 15.7991 -22.6531 0.1 1.4 0.5
C -12.5970 16.2886 -21.4071 -2.3 -1.5 -1.6
O -12.0656 15.6697 -20.5188 0.6 -0.3 0.8
O -13.3294 17.3824 -21.3493 1.1 0.4 -0.4
C -13.5814 17.9412 -20.0636 -0.7 0.1 0.8
H -12.1185 14.5914 -24.0635 -0.5 0.0 -0.4
H -13.4772 13.9273 -23.1176 0.4 -0.1 0.3
H -11.6605 13.9742 -22.6349 -0.4 -0.1 1.1
H -13.8589 18.9949 -20.0926 0.6 0.1 -0.8
H -12.7227 17.8137 -19.4045 -0.3 -0.2 0.1
H -14.5126 17.4846 -19.7282 0.4 -0.4 0.5
C -16.6356 15.2634 -7.3355 1.4 -0.6 1.2
O -16.9737 16.5034 -7.8737 -1.4 0.7 0.1
C -16.2787 17.1330 -8.7830 0.8 0.3 -3.9
O -15.3416 16.7382 -9.4614 -1.1 0.7 2.1
O -16.9870 18.2786 -9.0830 -0.1 -0.6 1.0
C -16.4222 19.3392 -9.8308 0.5 0.9 0.0
H -17.0692 15.3050 -6.3364 0.1 -0.3 0.0
H -15.5504 15.2052 -7.2511 0.1 -0.1 0.1
H -16.9497 14.3351 -7.8127 -0.4 0.5 -0.7
H -17.0668 20.2136 -9.7408 -0.7 -0.3 0.1
H -16.2735 19.1673 -10.8969 0.1 -0.6 0.3
H -15.5070 19.7315 -9.3875 0.4 -0.6 -0.1
C -19.0950 18.1102 -18.4766 -0.8 1.4 1.0
O -18.8267 17.5482 -19.7820 -0.8 0.6 1.2
C -19.1855 16.2913 -19.9505 2.8 -0.3 -1.8
O -19.7236 15.5492 -19.1722 -0.7 -0.4 0.4
O -18.6216 15.8012 -21.0864 -0.2 -0.5 -0.6
C -18.2163 16.5611 -22.2897 -2.0 1.2 1.1
H -20.0389 17.8246 -18.0123 0.1 -1.0 -0.4
H -19.2740 19.1845 -18.5190 0.4 0.0 -1.0
H -18.2803 18.0455 -17.7554 0.1 -0.7 -0.5
H -19.0986 16.5967 -22.9288 0.1 -0.7 -0.3
H -17.3548 16.1848 -22.8414 0.0 -0.3 0.8
H -18.1728 17.6192 -22.0316 0.9 -0.1 0.2
C -14.0304 18.6994 -16.5300 1.7 1.8 0.5
O -14.9828 18.6881 -17.5645 -2.5 0.7 -0.9
C -15.4035 19.8100 -18.2017 2.4 1.8 0.3
O -14.7411 20.8471 -18.3474 -1.4 -2.2 0.4
O -16.6072 19.6187 -18.7354 -0.2 -2.3 0.8
C -17.0488 20.4042 -19.7706 0.5 3.3 -1.4
H -14.2675 18.0647 -15.6762 0.0 -0.7 -0.8
H -13.8966 19.6561 -16.0251 -0.7 0.5 -0.3
H -13.0570 18.6344 -17.0162 0.2 -1.0 0.4
H -17.9986 20.1978 -20.2640 0.1 -1.2 0.7
H -16.3020 20.5715 -20.5468 0.3 -0.7 -0.2
H -17.1542 21.4411 -19.4514 -0.2 0.2 0.5
C -12.9183 9.4610 -15.2145 1.3 1.0 0.8
O -13.9803 8.7330 -15.7548 -2.4 -0.2 -2.9
C -14.6204 9.2518 -16.8981 1.0 1.8 1.2
O -14.3418 10.3901 -17.3534 -1.0 -3.3 0.5
O -15.5966 8.3940 -17.2732 3.8 -0.8 3.6
C -16.3650 8.6058 -18.3622 -1.3 2.0 -2.3
H -12.7684 9.1828 -14.1714 -0.7 -0.1 0.1
H -13.0908 10.5368 -15.2465 0.1 -0.1 -0.1
H -11.9522 9.2039 -15.6489 -0.2 0.1 -0.7
H -17.0002 7.7654 -18.6423 0.2 -0.2 0.7
H -15.7441 8.8265 -19.2305 -0.2 0.3 -0.1
H -16.9603 9.4723 -18.0745 -0.5 0.0 -0.9
C -17.3975 8.7350 -14.1748 1.3 0.0 -1.3
O -18.3341 9.0667 -13.2391 -1.9 0.9 2.3
C -18.8186 10.2758 -13.0504 0.5 3.1 -1.5
O -18.4487 11.4100 -13.4565 0.6 -2.5 0.3
O -19.9349 10.1866 -12.4247 -0.2 -2.2 1.2
C -20.7387 11.2871 -12.1127 -0.4 0.7 -0.3
H -17.7292 9.1788 -15.1135 0.5 -0.2 -0.4
H -17.4316 7.6461 -14.2097 0.2 0.1 -0.3
H -16.4122 9.0811 -13.8624 0.1 0.0 -0.3
H -21.6916 10.7831 -11.9514 -0.2 0.7 0.0
H -20.7362 11.9682 -12.9638 -0.4 0.0 0.3
H -20.4057 11.8291 -11.2276 0.1 -0.2 0.1
```
Positions in Å, forces in eV/Å.

Its net charge is -1. Its spin multiplicity is 1. The lowest unoccupied orbital energy is -0.033 eV.